Molecular formula: C21H29FN4O3
Method: DFT, ωB97M-V with the def2-TZVPD basis set

Last column: Mulliken charge in e.
Geometry (Å):
C 0.6100 4.9991 -1.6326  -1.23
C 0.6641 3.5920 -2.2163  -0.64
C 0.3650 2.4969 -1.1907  0.08
C 1.4915 2.3209 -0.1745  -0.81
N 1.1378 1.4066 0.8973  0.77
C 1.9583 1.5971 2.0834  -0.94
C 1.4559 2.7721 2.9241  -0.34
C 2.2251 2.8935 4.2370  -0.37
C 1.7340 4.0695 5.0723  -1.33
C 1.0384 0.0325 0.4440  -1.01
C -0.3415 -0.2739 -0.0398  0.40
C -1.5629 0.0996 0.4508  -0.19
C -2.5264 -0.4980 -0.3833  -1.37
C -1.8311 -1.2028 -1.3336  0.91
C -2.3177 -2.0901 -2.3866  -0.06
O -3.4874 -2.3584 -2.5626  -0.67
N -1.3086 -2.6163 -3.1568  0.03
N -1.5207 -3.7148 -3.9803  -0.44
C -2.2598 -4.8184 -3.5789  0.32
O -2.8261 -5.5070 -4.3946  -0.66
N -2.2804 -5.1242 -2.2403  -0.09
C -1.5075 -4.6177 -1.1964  0.07
C -0.1298 -4.4527 -1.3450  -0.26
C 0.6273 -3.9325 -0.3128  -0.34
C -0.0005 -3.5940 0.8718  0.34
F 0.7358 -3.0651 1.8761  -0.44
C -1.3577 -3.7811 1.0578  -0.57
C -2.1084 -4.2998 0.0207  -0.62
O -0.4931 -1.0618 -1.1199  -0.26
H -0.3536 5.1760 -1.1603  0.29
H 0.7473 5.7374 -2.4193  0.39
H 1.3897 5.1502 -0.8907  0.32
H 1.6496 3.4168 -2.6547  0.34
H -0.0715 3.5200 -3.0206  0.37
H -0.5546 2.7350 -0.6544  0.26
H 0.2059 1.5584 -1.7238  -0.11
H 1.7049 3.2874 0.2802  0.28
H 2.4068 1.9852 -0.6985  0.21
H 1.8932 0.6955 2.6965  0.43
H 3.0204 1.7506 1.8268  0.20
H 0.3953 2.6190 3.1285  0.22
H 1.5532 3.7050 2.3670  0.30
H 2.1124 1.9700 4.8092  0.31
H 3.2887 3.0205 4.0214  0.35
H 0.6794 3.9526 5.3109  0.32
H 1.8598 5.0034 4.5289  0.34
H 2.2914 4.1370 6.0035  0.40
H 1.7528 -0.1999 -0.3644  0.08
H 1.2581 -0.6392 1.2800  0.40
H -1.7327 0.7269 1.3000  0.68
H -3.5922 -0.4333 -0.3102  0.56
H -0.3519 -2.4622 -2.8605  0.39
H -1.7228 -3.4807 -4.9491  0.29
H -3.0614 -5.7128 -1.9860  0.23
H 0.3408 -4.7424 -2.2726  0.53
H 1.6918 -3.7935 -0.4157  0.46
H -1.8129 -3.5135 1.9977  0.47
H -3.1714 -4.4405 0.1398  0.42

Cartesian forces, eV/Å:
C 0.070 -0.179 -0.148
C -0.119 -0.046 0.150
C 0.318 0.138 -0.152
C -0.335 0.093 -0.128
N 0.078 -0.194 0.065
C -0.162 0.226 0.133
C 0.382 -0.300 0.108
C -0.192 0.214 -0.139
C 0.163 -0.206 -0.036
C 0.014 -0.097 -0.120
C -0.436 0.303 0.539
C 0.623 -0.157 -0.156
C 0.308 -0.516 -0.750
C -0.835 0.564 0.744
C 0.100 -0.085 -0.431
O -0.022 0.100 0.135
N 0.187 -0.073 -0.328
N 0.192 0.545 -0.284
C 0.022 -0.141 0.275
O -0.179 -0.014 -0.238
N -0.394 -0.302 -0.023
C 0.400 0.078 0.456
C -0.161 -0.199 0.245
C -0.039 0.046 0.188
C -0.177 -0.073 -0.097
F -0.010 -0.014 -0.006
C 0.385 0.050 0.143
C 0.130 -0.075 -0.357
O 0.154 -0.087 -0.187
H -0.106 0.074 0.076
H 0.013 0.133 0.000
H 0.063 0.097 0.107
H 0.004 -0.029 -0.116
H 0.080 -0.029 -0.060
H -0.078 -0.052 0.016
H -0.089 -0.054 0.005
H 0.080 0.021 -0.020
H -0.010 0.040 0.067
H 0.053 -0.008 -0.026
H -0.007 -0.067 0.042
H -0.080 0.019 -0.028
H -0.057 0.082 -0.044
H 0.072 -0.067 0.000
H 0.057 -0.074 0.031
H -0.124 0.040 0.053
H -0.012 0.129 -0.022
H -0.002 0.086 0.115
H 0.005 -0.024 0.065
H 0.045 0.048 -0.112
H 0.031 0.188 0.188
H -0.247 -0.048 -0.036
H -0.277 -0.143 -0.051
H 0.004 -0.065 0.311
H 0.129 0.034 -0.176
H 0.043 -0.035 -0.092
H 0.121 0.028 0.008
H -0.032 0.038 0.111
H -0.145 0.040 -0.014

Computed properties:
Multiplicity = 1
ΔE to the lowest compared entry with this formula, charge and spin = 10.4 kJ/mol
Orbital gap = 9.15 eV
HOMO energy = -0.3135 Eh